DFT (ωB97M-V with the def2-TZVPD basis set) results for a cluster of 10 separate species, C34H49Br2F3N10O7S2 in total at a distorted geometry.

The geometry in XYZ format:
```
107
Properties=species:S:1:pos:R:3:forces:R:3
C 1.611278 -2.638855 1.532063 0.474 -0.612 -0.330
C 0.591461 -1.803635 1.673555 0.279 0.412 -0.039
C -0.003913 -0.966274 0.521040 -1.393 -0.506 0.740
N -1.321855 -1.540520 0.237187 0.644 -0.097 -0.329
C -1.316608 -2.978168 -0.031908 -0.807 -0.540 -0.561
C -2.602090 -3.371068 -0.822020 0.210 -0.546 1.748
C -3.831890 -3.266995 0.148065 0.129 0.157 -0.354
C -0.278136 0.529996 0.981194 -0.149 -1.746 0.107
C -1.621397 0.706482 1.662259 0.768 0.009 0.070
Br -2.150003 -0.399340 3.170743 0.583 0.474 -0.681
C -2.504052 1.612785 1.280184 -1.110 0.482 0.393
C -3.881817 1.789112 1.931425 0.517 1.100 -1.227
Br -2.134821 2.829899 -0.188835 -0.181 -0.502 0.488
O 0.810196 0.888481 1.866145 0.804 0.295 -1.592
S 2.222621 1.015488 1.072122 3.088 0.714 2.725
O 3.184962 0.370449 1.927840 -0.888 -0.980 -0.631
O 2.605946 2.381586 0.866896 -1.641 -0.133 -1.169
C 2.160325 0.111027 -0.537861 -1.432 0.123 -0.357
S 3.790330 -0.666487 -0.933907 1.352 -0.130 1.953
O 3.857212 -2.045729 -0.556583 -0.958 -0.005 -0.817
O 4.871794 0.135579 -0.452894 -0.543 0.720 -0.596
C 3.894418 -0.526857 -2.799949 0.436 0.278 0.100
F 5.162103 -0.681866 -3.107220 0.568 -0.419 0.073
F 3.550885 0.684356 -3.220918 -0.660 0.293 0.079
F 3.183908 -1.446009 -3.414298 -0.586 -0.288 -0.147
C 0.944838 -0.877379 -0.708964 0.425 -0.622 -1.063
C 0.211646 -0.463497 -2.023865 -0.435 0.079 0.800
O -0.497362 -1.576093 -2.593697 0.537 0.509 -0.353
C -0.568004 -1.481655 -3.968760 -0.454 1.572 -0.626
C -0.900640 -0.151944 -4.669300 0.808 0.218 1.136
O -0.352797 -2.432524 -4.633154 0.186 -1.736 -0.311
H 1.835057 -3.153748 0.589738 0.486 0.895 0.154
H 2.284071 -2.885224 2.360869 -0.863 -0.527 0.013
H 0.155591 -1.737254 2.675720 0.416 0.945 -0.368
H -1.833762 -1.016587 -0.466903 0.083 -0.200 -0.054
H -1.380620 -3.552872 0.911831 0.203 0.450 -0.214
H -0.400200 -3.344734 -0.534831 -0.366 0.356 -0.085
H -2.728238 -2.764098 -1.727829 0.063 -0.393 0.143
H -2.490540 -4.448375 -1.031607 0.032 0.523 -0.502
H -4.536238 -4.101637 -0.005658 0.122 0.514 -0.162
H -4.344037 -2.302336 0.009573 -0.030 -0.407 0.168
H -3.521869 -3.335569 1.204883 0.022 0.125 -0.434
H -0.210113 1.138000 0.065085 -0.428 0.156 0.589
H -4.575732 1.068695 1.475755 0.127 0.026 0.544
H -3.835318 1.748839 3.021641 -0.065 -0.377 -0.359
H -4.248841 2.792197 1.652621 0.043 -0.428 0.173
H 2.050137 0.905922 -1.302130 0.244 -0.113 0.541
H 1.378515 -1.868126 -0.939668 -0.268 0.335 0.326
H -0.536809 0.326716 -1.804271 0.567 0.004 -0.302
H 0.959636 -0.127290 -2.758537 -0.297 0.129 0.382
H -1.892937 0.235300 -4.403991 0.285 -0.188 -0.192
H -0.768126 -0.261869 -5.749490 -0.403 -0.224 0.366
H -0.157801 0.603849 -4.353603 -0.499 -0.127 -0.095
C -4.988303 3.291210 5.814589 -0.064 -0.186 -0.173
C -5.686554 2.300509 4.981753 0.572 0.917 0.866
N -6.231964 1.536424 4.334013 -0.404 -0.635 -0.571
H -5.408124 4.280240 5.638521 -0.003 -0.023 -0.012
H -5.099332 3.038549 6.869610 -0.078 0.029 -0.208
H -3.928294 3.304373 5.561101 -0.021 0.000 -0.047
C -3.840256 0.881673 9.694730 -0.249 0.169 -0.120
C -5.012313 1.553091 9.113040 1.050 -0.655 0.611
N -5.921146 2.074719 8.663157 -0.736 0.384 -0.276
H -4.165390 0.089773 10.366961 -0.015 0.015 -0.022
H -3.231471 0.449537 8.902299 -0.014 0.010 0.007
H -3.242201 1.600831 10.252092 -0.008 0.012 -0.021
C 1.181181 2.393133 -7.545422 -0.336 0.192 0.522
C 0.347026 2.752763 -6.387090 0.825 -0.239 -1.085
N -0.300797 3.026265 -5.489714 -0.529 0.269 0.819
H 0.998422 3.087016 -8.363231 0.003 -0.059 -0.021
H 2.233793 2.437888 -7.268989 -0.020 0.031 0.007
H 0.941170 1.388273 -7.874558 -0.098 0.052 0.004
C -4.247749 3.509554 -7.232724 0.138 -0.277 0.096
C -3.628699 2.255768 -6.780205 -0.577 1.185 -0.415
N -3.148466 1.285010 -6.427336 0.361 -0.861 0.257
H -4.542584 4.106533 -6.371698 0.021 -0.019 -0.005
H -3.537476 4.075633 -7.832634 0.001 -0.016 0.022
H -5.128254 3.290272 -7.833982 0.018 -0.009 0.012
C 3.285318 1.002335 4.927616 -0.319 -0.026 0.306
C 2.338502 0.701756 6.012049 0.973 0.227 -0.953
N 1.604097 0.455601 6.849791 -0.684 -0.094 0.687
H 2.934472 0.556026 3.999808 0.039 0.043 0.113
H 3.367976 2.080426 4.794011 -0.053 -0.012 -0.010
H 4.264762 0.596691 5.168163 -0.060 -0.022 0.089
C 3.966142 -0.289231 -8.622717 -0.289 0.106 -0.154
C 2.775097 0.211910 -9.325196 1.180 -0.568 0.496
N 1.852295 0.599064 -9.870874 -0.687 0.254 -0.546
H 3.761624 -1.274366 -8.207025 -0.008 0.016 -0.017
H 4.800646 -0.361604 -9.317719 -0.021 0.010 0.006
H 4.232838 0.390912 -7.814997 0.001 -0.008 -0.017
C 7.014308 -1.806250 4.238525 -0.197 0.085 0.243
C 6.135228 -1.479165 5.371193 0.841 -0.346 -1.036
N 5.453635 -1.225863 6.249280 -0.541 0.212 0.731
H 6.888467 -1.067163 3.448711 -0.022 -0.015 0.012
H 8.052536 -1.806462 4.565641 -0.025 0.003 0.010
H 6.762560 -2.790824 3.848742 -0.009 0.021 0.010
C 1.052509 3.723388 8.210135 -0.251 0.038 0.217
C 0.151320 4.014355 9.335430 0.864 -0.260 -1.056
N -0.548151 4.237170 10.207530 -0.651 0.165 0.745
H 0.922326 4.471782 7.429845 -0.010 0.011 0.037
H 2.086470 3.739095 8.550006 -0.026 -0.020 0.013
H 0.828219 2.738515 7.801815 0.051 -0.013 0.035
C 0.503915 -5.157404 -5.689385 -0.136 -0.352 -0.309
C -0.145445 -6.216180 -6.478318 0.653 0.953 0.751
N -0.648696 -7.036120 -7.089595 -0.438 -0.712 -0.538
H 0.040807 -4.199488 -5.902673 -0.013 -0.033 0.044
H 0.401508 -5.371474 -4.627477 -0.030 0.042 -0.016
H 1.562127 -5.106617 -5.942385 -0.014 -0.042 -0.001
```
Forces are in eV/Å.

Properties
SMILES: C=C[C@@]1(NCCC)[C@@H](/C(Br)=C(/C)Br)OS(=O)(=O)[C@@H](S(=O)(=O)C(F)(F)F)[C@@H]1COC(C)=O.CC#N.CC#N.CC#N.CC#N.CC#N.CC#N.CC#N.CC#N.CC#N
Orbital gap in eV: 9.028
Total energy in eV: -235186.7375
Charge: 0

Atom charges from the Mulliken analysis, given in e for atoms 1 to 2: C -0.97; C -0.76